Formula: C6H6Br2O4S
Source: the OMol25 dataset
Level of theory: ωB97M-V/def2-TZVPD

Computed properties:
Net charge: 0
DFT total energy, a.u.: -6079.2756
Energy above the lowest of the compared OMol25 structures with the same formula, charge and spin, kJ/mol: 238.50
HOMO (spin up / spin down), eV: -8.8 / -8.8
Orbital gap (spin up / spin down), eV: 7.7805 / 7.7776

The geometry in XYZ format:
```
19
Properties=species:S:1:pos:R:3:forces:R:3
C 1.0802 2.0570 0.1828 0.3 -0.1 1.6
C 1.4807 0.7591 -0.3501 -4.6 -0.2 0.2
C 0.3983 -1.4626 -0.2130 -0.9 -0.5 3.2
C 0.8893 -0.2781 0.6797 3.7 -0.8 -2.0
C -0.0305 0.5245 1.4508 -3.0 0.8 -0.4
C -1.9657 -0.1746 0.0822 1.5 0.3 1.1
O 1.3927 3.1712 0.0575 0.8 1.6 -1.2
O -1.6515 -2.1791 -1.7000 0.4 0.6 0.4
O -0.6293 0.0405 -2.0918 0.0 0.0 -0.5
O 0.1762 1.8398 1.2648 -1.1 -1.8 0.8
S -1.0407 -0.9843 -1.1612 -0.1 -0.6 -1.1
Br -2.8518 -1.5668 1.0338 -0.5 0.3 0.5
Br -2.9369 1.2672 -0.6585 -0.2 -0.1 0.4
H 0.7674 0.6289 -1.2234 1.1 0.5 0.5
H 2.4269 0.6959 -0.7100 2.9 -0.3 -0.6
H 1.2137 -1.7114 -0.8863 -0.2 -0.6 0.0
H -0.0088 -2.2763 0.4994 1.0 0.8 -1.5
H 1.7947 -0.5646 1.3325 -1.4 -0.1 -0.6
H -0.5049 0.2137 2.4108 0.4 0.4 -1.0
```
Forces are in eV/Å.